Entry from the Open Molecules 2025 dataset: a 2-piece molecular cluster, C4H9NO overall at a distorted geometry (ωB97M-V with the def2-TZVPD basis set).

Structure (XYZ):
```
15
Properties=species:S:1:pos:R:3
O 1.850 0.053 0.102
N -2.025 -0.905 -0.896
C 2.809 2.203 0.581
C -2.420 -0.103 0.002
C 2.080 1.367 -0.243
C -1.495 -2.195 -0.333
H 2.832 3.255 0.391
H 0.990 -0.161 -0.271
H 1.659 1.660 -1.223
H -2.416 0.989 -0.189
H -2.989 -0.466 0.966
H -2.134 -2.736 0.368
H -0.605 -1.967 0.219
H -1.219 -2.887 -1.091
H 3.083 1.894 1.616
```

Output
* E_LUMO: 0.71 eV
* net charge: 0
* 2S+1: 1
* HOMO-LUMO gap: 0.3567 hartree
* SMILES: C=CO.C=NC
* energy: -287.7003 Ha
* energy above the lowest of the compared OMol25 structures with the same formula, charge and spin: 3.596 eV



Entry from the Open Molecules 2025 dataset: C45H39N7O3OsP2S2 as an isolated structure at a distorted geometry (ωB97M-V with the def2-TZVPD basis set).

Structure (XYZ):
```
99
Properties=species:S:1:pos:R:3
Os 0.872 -0.957 -0.440
S 3.665 -3.535 1.447
S 1.403 -1.271 2.921
P 1.537 1.785 -2.116
P -1.327 -0.179 -0.292
O 0.504 -0.153 2.907
O 2.781 -1.094 3.288
O 0.164 -2.727 -0.971
N -0.918 -5.633 6.098
N -0.448 -4.171 -2.571
N 1.306 0.122 -2.087
N -1.172 2.275 -1.668
N -0.517 -2.384 -5.613
N 2.739 -2.090 -0.432
N 1.402 -1.807 1.339
C 0.242 -1.935 -3.178
C -0.004 -2.983 -2.199
C -0.661 -2.643 4.013
C -1.751 0.945 -1.740
C -3.852 4.287 -0.070
C 2.500 1.981 -4.677
C -2.054 0.734 1.086
C 3.056 1.095 0.006
C 1.011 -4.519 5.210
C -3.226 -3.690 0.349
C -1.280 1.666 1.770
C -0.381 -4.627 5.363
C 3.105 2.232 2.119
C -3.971 -3.899 -0.808
C -3.184 3.219 -0.639
C -1.857 2.481 2.729
C 3.816 3.059 -2.935
C -0.150 -2.174 -4.545
C 0.722 -2.562 3.858
C 4.504 3.181 -5.233
C 2.532 -2.415 0.830
C -3.207 2.357 3.022
C -3.983 1.415 2.356
C 1.615 3.016 0.399
C 4.452 -3.553 -0.092
C -1.940 5.678 -0.400
C -3.936 -2.968 -1.832
C 0.770 -0.744 -2.825
C -0.073 2.532 -2.548
C 3.827 -2.736 -0.967
C -3.412 0.609 1.385
C 1.557 -3.493 4.470
C -1.870 3.360 -1.096
C 2.148 3.133 1.671
C -3.240 5.525 0.062
C 3.406 2.422 -5.624
C -1.207 -3.666 4.753
C -3.163 -1.818 -1.705
C 2.710 2.303 -3.329
C 3.567 1.220 1.289
C 4.709 3.500 -3.898
C 2.057 1.983 -0.431
C -1.262 4.617 -0.972
C -2.454 -2.549 0.477
C -2.426 -1.599 -0.546
H 1.803 3.924 2.323
H -4.580 -4.788 -0.905
H -1.422 0.463 -2.665
H -3.767 6.357 0.507
H -3.656 2.987 3.779
H -0.255 4.805 -1.318
H -0.595 -4.391 -3.544
H 3.260 2.175 -6.666
H -1.442 6.635 -0.321
H -0.218 1.729 1.574
H -0.332 -6.294 6.574
H 4.112 -2.570 -1.994
H -3.156 -1.107 -2.523
H -0.269 2.127 -3.554
H -1.294 -1.878 3.583
H 3.501 2.323 3.121
H 2.631 -3.392 4.391
H 5.566 4.091 -3.605
H -0.692 -4.850 -1.867
H -4.024 -0.120 0.867
H 3.977 3.301 -1.891
H -1.907 -5.689 6.257
H 0.839 3.696 0.076
H 0.102 3.597 -2.696
H 1.658 -5.236 5.699
H -3.249 -4.417 1.150
H 5.332 -4.153 -0.249
H -2.279 -3.719 4.896
H -5.032 1.308 2.594
H 5.208 3.526 -5.978
H -3.712 2.283 -0.712
H 3.494 0.376 -0.676
H -1.862 -2.397 1.373
H 1.650 1.383 -4.981
H 4.324 0.531 1.637
H -4.869 4.144 0.270
H -4.516 -3.126 -2.732
H -1.251 3.200 3.263
H -2.838 1.009 -1.797
```

Output
* E_LUMO: -6.17 eV
* net charge: +2
* 2S+1: 1
* HOMO-LUMO gap: 0.2222 hartree
* energy: -3916.4811 Ha
* energy above the lowest of the compared OMol25 structures with the same formula, charge and spin: 0.000 eV



Entry from the Open Molecules 2025 dataset: a 16-piece molecular cluster, H32O16 overall at a distorted geometry (ωB97M-V with the def2-TZVPD basis set).

Structure (XYZ):
```
48
Properties=species:S:1:pos:R:3
O -0.989 -2.146 1.851
O -0.612 0.951 -3.182
O -1.809 -0.578 -0.842
O 2.796 0.065 -2.321
O 1.296 2.443 2.630
O -3.187 -0.564 1.823
O -2.638 -2.960 -0.346
O 0.403 0.405 0.346
O -2.459 2.218 -1.336
O 0.597 -1.612 -2.429
O 0.337 -2.935 -0.149
O 2.616 -1.827 1.092
O 0.743 -0.270 2.971
O 1.756 2.318 -1.378
O -1.553 2.237 1.238
O 3.199 0.768 0.933
H -0.825 1.638 1.063
H 2.918 -2.060 2.001
H 1.766 2.967 -0.658
H -1.380 -0.664 -1.657
H 2.474 0.058 -3.188
H 0.770 0.771 -0.449
H -0.170 -0.098 2.821
H 2.906 -0.948 0.833
H 1.189 -2.774 0.166
H 1.442 -1.189 -2.284
H -2.618 -3.039 0.577
H 2.891 1.017 1.808
H -2.318 1.666 1.271
H 0.966 1.541 2.625
H 1.734 2.718 -2.235
H 0.149 -0.946 -2.916
H -0.437 -2.401 1.109
H -0.392 -0.039 -0.047
H -0.566 -2.326 2.694
H -1.319 0.962 -3.806
H -2.045 2.400 -0.475
H 0.990 -0.483 2.064
H -2.564 -0.045 -1.037
H -2.434 -2.046 -0.512
H 2.796 1.328 0.319
H 2.584 0.973 -2.004
H -3.315 2.601 -1.299
H 0.321 -2.422 -0.998
H -3.824 -0.948 2.351
H -2.420 -1.097 1.704
H 1.063 2.770 1.758
H -0.831 1.603 -2.503
```

Output
* E_LUMO: -0.65 eV
* net charge: 0
* 2S+1: 1
* HOMO-LUMO gap: 0.3403 hartree
* energy: -1223.0445 Ha
* energy above the lowest of the compared OMol25 structures with the same formula, charge and spin: 4.198 eV



Entry from the Open Molecules 2025 dataset: C47H43AuBO2P2Si as an isolated structure (ωB97M-V with the def2-TZVPD basis set).

Structure (XYZ):
```
97
Properties=species:S:1:pos:R:3
Au -0.685 0.345 1.671
P -1.372 0.221 -1.449
P -1.238 2.676 1.248
Si 1.248 0.822 0.335
O -0.666 -2.333 2.985
O 1.033 -2.300 1.439
C -3.275 -0.389 -3.462
C 2.687 0.570 1.463
C 2.180 3.189 -0.830
C -2.791 3.199 0.495
C 1.127 2.626 -0.104
C -0.473 -4.738 3.557
C -0.337 4.407 3.292
C -2.855 3.317 -0.896
C -3.980 -0.085 -4.620
C -1.799 2.603 3.926
C -1.691 -2.542 -0.818
C -3.893 -2.058 0.806
C 2.496 -0.999 -1.381
C 0.913 -3.579 1.965
C 1.293 -0.337 -1.112
C -1.140 3.331 2.931
C -5.218 3.732 -0.753
C -2.307 0.487 -2.983
C 1.263 -5.878 2.334
C -2.185 -1.242 -0.704
C -3.945 3.371 1.256
C -0.099 -7.020 5.493
C 2.642 -1.744 -2.544
C 0.692 -8.395 3.583
C -4.068 3.573 -1.516
C -0.867 4.033 5.611
C -3.385 -3.346 0.691
C 0.230 -5.919 3.269
C 1.081 5.332 -0.801
C -0.202 4.753 4.630
C -0.107 -3.598 2.892
C 0.375 -1.225 -3.164
C -3.717 1.089 -5.309
C 0.030 4.781 -0.087
C 0.059 3.431 0.258
C -2.751 1.970 -4.836
C 2.161 4.535 -1.169
C -0.191 -7.210 3.973
C 1.589 -1.841 -3.441
C -2.291 -3.587 -0.127
C 0.214 -0.493 -1.997
C -3.296 -1.011 0.115
C -1.641 -7.539 3.588
C -1.671 2.957 5.258
C 1.627 -4.707 1.662
C -5.152 3.638 0.630
C -2.060 1.675 -3.672
B 0.024 -1.566 2.052
H -1.895 -4.590 -0.221
H 0.920 -6.768 5.791
H -4.736 -0.769 -4.983
H 0.193 4.974 2.537
H 1.812 -6.780 2.108
H 0.426 5.590 4.905
H 3.582 -2.234 -2.756
H -0.758 4.308 6.651
H -2.544 2.888 -5.371
H 1.740 -8.219 3.830
H -1.948 -8.480 4.047
H -4.758 -1.867 1.429
H -3.910 3.305 2.337
H 3.022 2.579 -1.139
H -2.330 -6.763 3.925
H 0.367 -9.280 4.132
H -0.386 -7.942 6.003
H -4.267 1.322 -6.211
H -6.164 3.934 -1.237
H -3.701 -0.009 0.203
H -0.761 -6.228 5.844
H -6.044 3.777 1.227
H -1.320 2.374 -3.294
H 2.985 4.960 -1.726
H -0.828 -2.742 -1.440
H 2.562 1.191 2.352
H 3.621 0.872 0.981
H 2.762 -0.472 1.771
H -1.741 -7.638 2.506
H 2.428 -4.695 0.936
H 0.619 -8.623 2.518
H -0.457 -1.333 -3.851
H -1.282 -4.716 4.274
H -0.823 5.393 0.185
H -1.963 3.188 -1.494
H -4.113 3.646 -2.594
H -3.840 -4.159 1.241
H 3.332 -0.916 -0.699
H -2.190 2.390 6.019
H 1.058 6.378 -1.077
H -2.436 1.762 3.660
H -3.485 -1.311 -2.933
H 1.706 -2.413 -4.351
```

Output
* E_LUMO: -3.47 eV
* net charge: +1
* 2S+1: 1
* HOMO-LUMO gap: 0.2622 hartree
* energy: -3099.9983 Ha
* energy above the lowest of the compared OMol25 structures with the same formula, charge and spin: 0.000 eV